[1]
Here is an isolated molecule of C16H21F3N2O5 from the OMol25 dataset. Energies are from wB97M-V/def2-TZVPD.

The geometry in ORCA input format:
```
! RIJCOSX wB97M-V def2-TZVPD def2/J DEFGRID3
* xyz 0 1
C -1.76778 4.57474 -1.75793
C -0.98443 3.28079 -1.66915
H -1.57807 2.42167 -1.99742
H -0.06724 3.31626 -2.26537
O -0.62194 3.07806 -0.29063
C 0.14850 2.05548 -0.02027
O 0.57943 1.27174 -0.82191
C 0.45917 1.93713 1.50579
N -0.23611 0.80860 2.06441
C 0.12515 -0.54711 1.97922
O -0.37892 -1.32720 2.75627
N 1.04660 -0.85445 1.04893
H 1.25779 -0.17781 0.32649
C 1.31005 -2.24568 0.71680
C 0.43639 -2.69772 -0.42380
C -0.84596 -3.16340 -0.17733
C -1.68423 -3.53602 -1.21415
C -1.24330 -3.44053 -2.52934
C 0.04300 -2.96179 -2.78219
C 0.86763 -2.59303 -1.74134
H 1.85957 -2.22160 -1.95318
H 0.36972 -2.88877 -3.80745
O -1.97629 -3.78138 -3.62724
C -3.27424 -4.28850 -3.43729
H -3.65710 -4.49977 -4.43464
H -3.26329 -5.21336 -2.85139
H -3.92565 -3.55671 -2.94827
H -2.67389 -3.89734 -0.98291
H -1.19668 -3.23102 0.84178
H 1.10140 -2.83215 1.61428
H 2.36719 -2.33586 0.45379
H -0.82604 0.98113 2.86797
O 1.85163 1.86916 1.55872
C 2.47634 1.59622 2.82158
C 3.77868 0.86750 2.54076
H 4.30909 0.69951 3.47340
H 3.57309 -0.08783 2.06676
H 4.39794 1.46341 1.87687
H 2.66602 2.54440 3.33834
H 1.82058 0.97730 3.44127
C -0.06568 3.19205 2.24968
F 0.50646 4.31459 1.81712
F 0.18244 3.11726 3.56792
F -1.39059 3.34053 2.14190
H -2.06233 4.75142 -2.78802
H -1.15774 5.40463 -1.41280
H -2.65637 4.51544 -1.13604
*
```

The energy above the lowest of the compared OMol25 structures with the same formula, charge and spin comes out at 0.0 kcal/mol. For the molar mass, the calculation gives 378.3 g mol⁻¹. The SMILES is CCOC(=O)[C@@](NC(=O)NCc1ccc(OC)cc1)(OCC)C(F)(F)F.

***

[2]
Here is a cluster of 18 separate species, C36H117N9O18 in total in a non-equilibrium geometry from the OMol25 dataset. Energies are from wB97M-V/def2-TZVPD.

The geometry in ORCA input format:
```
! RIJCOSX wB97M-V def2-TZVPD def2/J DEFGRID3
* xyz 0 1
C -2.78138 2.42763 2.58358
C -2.63738 2.59863 4.08080
C -3.24975 1.44588 4.85960
O -3.11219 1.74164 6.23883
C -3.73534 0.77510 7.05412
N -1.18876 2.69008 4.39452
H -3.84689 2.24139 2.36715
H -2.27542 1.56007 2.15820
H -2.57636 3.31796 1.99320
H -3.07012 3.54447 4.40446
H -2.75233 0.49535 4.63230
H -4.32338 1.32263 4.65166
H -3.75170 1.12681 8.08250
H -3.14266 -0.15039 7.03480
H -4.74813 0.54709 6.70883
H -0.75276 1.77686 4.32099
H -1.09768 2.96621 5.36647
C 0.25514 9.36470 -2.91982
C 1.17075 8.26306 -2.40747
C 0.53743 7.41069 -1.32461
O 1.55985 6.80560 -0.53645
C 1.08209 6.27959 0.68141
N 1.62083 7.41751 -3.53106
H 0.83675 10.15806 -3.39716
H -0.32295 9.82517 -2.11866
H -0.40144 9.00933 -3.71754
H 2.02738 8.75576 -1.92429
H -0.08464 6.62508 -1.76665
H -0.09816 8.02910 -0.68309
H 1.91599 6.22079 1.38100
H 0.65432 5.27828 0.55135
H 0.32535 6.92192 1.14402
H 2.27170 7.96079 -4.08817
H 2.15334 6.63807 -3.15244
C 4.45993 -0.69277 3.10851
C 4.43921 -0.09495 4.50563
C 5.83026 0.17731 5.01099
O 5.79603 0.40692 6.40647
C 7.06076 0.73787 6.91571
N 3.60574 1.11193 4.55254
H 5.12783 -0.12878 2.44790
H 3.47131 -0.75338 2.65431
H 4.88421 -1.69981 3.10629
H 4.05437 -0.87341 5.17758
H 6.29345 1.03216 4.49636
H 6.47035 -0.69440 4.81226
H 6.94227 1.03798 7.95652
H 7.50920 1.59355 6.39634
H 7.75083 -0.11222 6.87274
H 2.63140 0.83439 4.47326
H 3.69968 1.51170 5.48258
C 3.60957 -3.80179 -4.00598
C 2.31673 -3.38161 -3.32499
C 2.45843 -1.99809 -2.69695
O 3.30345 -2.16437 -1.57639
C 3.62898 -0.99674 -0.85194
N 1.22799 -3.44181 -4.32053
H 3.48726 -4.78646 -4.46036
H 4.39300 -3.89069 -3.25319
H 3.87029 -3.11119 -4.80853
H 1.98881 -4.09562 -2.56771
H 1.48944 -1.62854 -2.33646
H 2.86886 -1.29903 -3.44015
H 2.83486 -0.66719 -0.17657
H 3.82139 -0.14957 -1.52277
H 4.56886 -1.18737 -0.33584
H 0.39029 -2.94770 -4.00099
H 1.46372 -2.91936 -5.16406
C -2.19091 -1.73574 2.43033
C -3.54859 -2.14130 1.87620
C -3.71149 -1.48159 0.50275
O -4.91058 -1.96246 -0.08321
C -5.01049 -1.64984 -1.45809
N -3.64446 -3.60293 1.82351
H -1.89947 -2.35958 3.27740
H -2.17950 -0.72284 2.83932
H -1.44497 -1.78708 1.63679
H -4.36143 -1.76192 2.50156
H -2.87014 -1.73090 -0.16056
H -3.81145 -0.39081 0.59383
H -5.86710 -2.17203 -1.87180
H -4.08122 -1.92945 -1.97314
H -5.10860 -0.56506 -1.60037
H -4.44831 -3.77604 1.21842
H -2.85913 -3.94483 1.25977
C 3.86008 -3.73166 5.38781
C 3.38677 -5.03868 4.77728
C 3.59854 -5.03236 3.27676
O 2.76603 -4.06201 2.69385
C 2.97684 -3.95587 1.29937
N 4.17901 -6.11616 5.36875
H 3.56440 -2.88031 4.77560
H 4.93022 -3.70100 5.59197
H 3.40404 -3.52515 6.36392
H 2.31845 -5.22384 4.92950
H 3.29175 -6.02635 2.88921
H 4.64863 -4.98496 2.95459
H 2.88317 -4.91982 0.78939
H 3.97590 -3.56245 1.07825
H 2.23607 -3.23138 0.96859
H 4.00075 -7.02152 4.94825
H 4.02830 -6.24386 6.35997
C -1.34145 2.86402 -0.81466
C -0.69230 1.93588 -1.80327
C -0.33984 0.54194 -1.28266
O 0.67685 0.68629 -0.30252
C 0.57216 0.01639 0.91300
N -1.59185 1.74184 -2.97972
H -2.33023 2.48918 -0.53374
H -1.48991 3.85950 -1.23457
H -0.77626 2.95335 0.11621
H 0.25277 2.32063 -2.20855
H 0.04632 -0.02393 -2.13479
H -1.22153 0.03183 -0.87992
H 1.33943 0.41061 1.58193
H 0.62621 -1.08050 0.92159
H -0.38624 0.22936 1.40839
H -1.11968 1.05259 -3.56025
H -1.47936 2.58963 -3.53539
C -3.45252 0.77094 -5.79826
C -4.08592 -0.58507 -6.04893
C -3.35848 -1.42666 -7.09797
O -3.14751 -0.69714 -8.28937
C -4.13007 -0.92021 -9.27514
N -4.19686 -1.33469 -4.77701
H -3.45616 1.38983 -6.69330
H -2.41327 0.59511 -5.50011
H -3.96035 1.31610 -5.00252
H -5.07974 -0.38582 -6.48594
H -3.91970 -2.35453 -7.24887
H -2.36895 -1.69332 -6.71232
H -3.76330 -0.64580 -10.26225
H -5.02333 -0.32163 -9.05337
H -4.45576 -1.96444 -9.34074
H -4.78640 -0.74480 -4.19075
H -4.78302 -2.15167 -4.94033
C -1.82827 -7.06861 2.07190
C -0.80541 -6.00236 2.53384
C -0.23904 -5.24854 1.34342
O -1.25534 -4.79874 0.46338
C -0.69723 -4.28450 -0.73340
N -1.37677 -5.11381 3.55103
H -1.39902 -7.75611 1.33949
H -2.65783 -6.55014 1.58902
H -2.20131 -7.61758 2.93476
H 0.01307 -6.56843 2.98959
H 0.42644 -5.93813 0.80673
H 0.34434 -4.39636 1.70579
H -0.13593 -5.08522 -1.22718
H -0.00363 -3.46101 -0.51661
H -1.47855 -3.91429 -1.39219
H -2.19728 -4.66115 3.14341
H -1.78172 -5.68168 4.28951
O -2.21680 5.44215 -2.35761
H -1.59179 4.79668 -2.73625
H -2.30975 6.12815 -3.02523
O 2.30112 4.67517 -2.18323
H 2.42379 3.83889 -1.69026
H 2.07555 5.31902 -1.48945
O -1.36024 -2.01225 -4.25405
H -2.31635 -1.90044 -4.40701
H -0.96393 -1.17925 -4.54706
O 0.24886 0.11901 -5.18167
H 1.02118 -0.38731 -5.45596
H 0.12739 0.78306 -5.86947
O -4.47038 1.96844 -2.68077
H -3.52170 1.77752 -2.84492
H -4.46833 2.75671 -2.12216
O -4.20533 4.08119 -0.87954
H -3.64971 4.77448 -1.27131
H -4.51123 4.44219 -0.04298
O -0.00615 4.19921 -3.77997
H 0.80492 4.27174 -3.24160
H -0.08958 5.06778 -4.19099
O 2.67729 2.53379 -0.56176
H 1.90334 1.94353 -0.62879
H 3.10479 2.26934 0.26904
O 3.37860 2.49913 2.11973
H 2.64453 3.08983 2.31537
H 3.56828 2.03802 2.97085
*
```

The energy above the lowest of the compared OMol25 structures with the same formula, charge and spin comes out at 0.0 kcal/mol. For the molar mass, the calculation gives 964.4 g mol⁻¹.

***

[3]
Here is an isolated molecule of C2F4OS in a non-equilibrium geometry from the OMol25 dataset. Energies are from wB97M-V/def2-TZVPD.

The geometry in ORCA input format:
```
! RIJCOSX wB97M-V def2-TZVPD def2/J DEFGRID3
* xyz 0 1
C -0.42669 -1.00358 -0.17630
C 0.81438 -0.57393 0.59351
O -2.26943 0.25520 -1.55253
F -0.70701 2.15357 -0.64324
F 0.57716 0.52538 1.34830
F 1.82233 -0.22165 -0.22970
F 1.29633 -1.49936 1.41363
S -1.10708 0.36436 -0.75367
*
```

The energy above the lowest of the compared OMol25 structures with the same formula, charge and spin comes out at 75.4 kcal/mol. For the molar mass, the calculation gives 148.1 g mol⁻¹. The SMILES is O=S(F)#CC(F)(F)F.

***

[4]
Here is a structure of composition C3H7NO2P in a non-equilibrium geometry from the OMol25 dataset. Energies are from wB97M-V/def2-TZVPD.

The geometry in ORCA input format:
```
! RIJCOSX wB97M-V def2-TZVPD def2/J DEFGRID3
* xyz -1 1
C -0.38846 -0.74678 -0.42939
C -1.45966 0.18853 -0.11589
C -2.33140 0.10430 0.84305
N 2.30583 1.11221 -1.17278
O 1.85174 0.57485 1.42558
O 2.67342 -1.28359 -0.02888
P 2.23090 0.10289 0.06690
H -0.46499 -1.29115 -1.44273
H 0.63064 -0.26772 -0.30390
H -1.51372 0.77796 -1.05999
H -3.12205 0.87990 0.96079
H -2.38023 -0.51509 1.76207
H -0.41490 -1.62627 0.15684
H 2.38286 1.98996 -0.66167
*
```

The energy above the lowest of the compared OMol25 structures with the same formula, charge and spin comes out at 54.0 kcal/mol. For the molar mass, the calculation gives 120.1 g mol⁻¹.

***

[5]
Here is the ion C14H14N with charge +1 in a non-equilibrium geometry from the OMol25 dataset. Energies are from wB97M-V/def2-TZVPD.

The geometry in ORCA input format:
```
! RIJCOSX wB97M-V def2-TZVPD def2/J DEFGRID3
* xyz 1 1
C -1.11393 -3.89289 0.17033
C 0.03736 -3.31400 -0.37065
C -2.16908 -3.02491 0.57860
C 2.84212 2.79229 -0.25042
C 2.31147 2.31580 -1.42636
C 0.18911 -1.92041 -0.38274
C -2.04407 -1.66476 0.47494
C 2.11505 2.52481 0.95284
C 1.30521 1.37756 -1.57069
C -0.85231 -1.10325 0.05799
C 1.02688 1.59282 0.88779
C 0.64464 1.11004 -0.38696
C -0.17025 0.90250 1.56419
C -0.58300 0.39410 0.17488
N -1.68449 1.17219 -0.43616
H -1.23654 -4.91367 -0.02590
H 0.74457 -4.02828 -0.80290
H -3.16663 -3.28854 0.89103
H 3.75314 3.37092 -0.15516
H 2.97864 2.50137 -2.23810
H 0.98208 -1.34988 -0.66478
H -2.83131 -1.01378 0.88234
H 2.37086 2.94192 1.83109
H 1.02415 0.88805 -2.48578
H 0.23542 0.10160 2.16426
H -0.87033 1.50980 2.17205
H -2.54807 0.50230 -0.49179
H -1.34732 1.58945 -1.30630
H -1.94337 1.92687 0.19235
*
```

The energy above the lowest of the compared OMol25 structures with the same formula, charge and spin comes out at 16.8 kcal/mol. For the molar mass, the calculation gives 196.3 g mol⁻¹. The SMILES is [NH3+][C@]1(c2ccccc2)Cc2ccccc21.

***

[6]
Here is a structure of composition C29H22BN8S2Sr in a non-equilibrium geometry from the OMol25 dataset. Energies are from wB97M-V/def2-TZVPD.

The geometry in ORCA input format:
```
! RIJCOSX wB97M-V def2-TZVPD def2/J DEFGRID3
* xyz 1 1
Sr -10.09910 -12.80650 18.08459
C -14.14633 -10.26699 18.73780
C -12.84360 -10.37094 18.26492
N -12.27482 -11.56785 18.56713
N -13.30199 -12.23959 19.19934
C -14.43611 -11.51042 19.27662
B -13.23567 -13.76720 19.75064
N -12.87047 -14.70869 18.55238
C -13.66161 -15.57110 17.93031
C -12.97647 -16.26009 16.93593
C -11.68647 -15.69412 17.03562
N -11.63140 -14.82019 18.04827
N -12.03934 -13.83697 20.79051
C -12.18572 -14.18242 22.05159
C -10.98777 -13.92542 22.71863
C -10.15715 -13.36094 21.76489
N -10.82636 -13.25920 20.59337
H -14.89466 -9.51834 18.55141
H -12.11080 -9.64529 17.76521
H -15.27290 -11.94915 19.75830
H -14.23329 -14.07688 20.28595
H -14.70581 -15.73464 18.20699
H -13.36513 -16.95951 16.20855
H -10.81425 -15.92359 16.43842
H -13.15659 -14.55980 22.40556
H -10.71378 -14.10731 23.73634
H -9.15766 -13.01130 21.90694
S -7.47832 -5.53487 18.24245
C -7.27888 -5.09764 19.83852
C -7.84049 -5.98960 20.72467
C -8.38786 -7.11742 20.03273
C -8.30002 -7.01521 18.60309
C -8.87965 -7.94672 17.61774
C -9.00817 -9.32963 18.04170
N -9.45937 -10.28731 17.29043
C -9.74797 -10.00545 15.95947
C -9.56082 -8.73958 15.39857
C -9.89596 -8.40976 14.03677
C -10.42022 -9.36611 13.28303
C -10.76736 -10.68964 13.78696
C -11.57436 -11.60125 13.04833
C -11.84156 -12.79267 13.62807
C -11.25647 -13.05304 14.86774
N -10.54504 -12.18836 15.56356
C -10.28189 -10.98292 15.08723
C -12.66124 -13.83780 13.01724
C -13.36805 -14.74778 13.70436
C -14.12461 -15.66055 12.84552
C -13.79750 -15.45830 11.51015
S -12.75545 -14.14129 11.27161
C -9.17076 -7.68242 16.29798
H -6.83711 -4.12572 20.04246
H -7.82342 -5.85848 21.81051
H -8.95403 -7.92138 20.55074
H -8.84614 -9.56735 19.08133
H -9.74570 -7.41925 13.64048
H -10.71367 -9.10618 12.24504
H -11.97824 -11.31880 12.09648
H -11.31138 -13.97283 15.31540
H -13.45200 -14.76001 14.74379
H -14.79674 -16.42935 13.12199
H -14.19711 -16.02557 10.74839
H -9.17510 -6.67797 15.91407
*
```

The energy above the lowest of the compared OMol25 structures with the same formula, charge and spin comes out at 0.0 kcal/mol. For the molar mass, the calculation gives 645.1 g mol⁻¹.

***

[7]
Here is an isolated molecule of C2H6O2S2 in a non-equilibrium geometry from the OMol25 dataset. Energies are from wB97M-V/def2-TZVPD.

The geometry in ORCA input format:
```
! RIJCOSX wB97M-V def2-TZVPD def2/J DEFGRID3
* xyz 0 1
C -0.65195 0.50186 -0.69282
C 0.59968 -0.36672 -0.01200
O 0.47782 -0.36281 1.36214
O 0.57797 -1.61052 -0.57020
S -2.22986 -0.12044 -0.04515
S 2.17992 0.51716 -0.38651
H -0.59687 0.33725 -1.76513
H -0.51493 1.54565 -0.43750
H -0.45416 -0.50217 1.59185
H 1.17674 -2.19419 -0.08242
H -2.73666 1.06507 0.27698
H 2.17230 1.18988 0.76076
*
```

The energy above the lowest of the compared OMol25 structures with the same formula, charge and spin comes out at 10.7 kcal/mol. For the molar mass, the calculation gives 126.2 g mol⁻¹. The SMILES is OC(O)(S)CS.